1.
The following is a quantum chemistry calculation of a single C18H27BrN4O3S molecule, from OMol25.

CARTESIAN COORDINATES (ANGSTROEM)
Br (-6.80, 0.91, 0.17)
S (0.73, 0.08, 0.04)
O (0.35, -0.28, -1.30)
O (-0.25, -0.06, 1.07)
O (-2.17, -4.39, 0.25)
N (2.15, -0.70, 0.52)
N (0.93, -2.84, -0.11)
N (1.17, 1.66, 0.01)
N (-1.71, -2.30, -0.58)
C (-1.41, -3.57, -0.22)
C (-4.04, -2.19, 0.17)
C (-4.09, 0.48, -0.61)
C (1.86, 2.17, -1.16)
C (1.04, -2.75, 1.33)
C (0.05, -3.91, -0.53)
C (-5.21, -0.12, -0.06)
C (-2.94, -0.27, -0.77)
C (2.24, -2.83, -0.73)
C (-5.19, -1.45, 0.33)
C (0.16, 4.02, -0.70)
C (1.96, -1.56, 1.68)
C (1.77, 3.70, 1.27)
C (-2.90, -1.61, -0.38)
C (0.60, 4.49, 0.70)
C (1.55, 2.19, 1.30)
C (2.82, -1.40, -0.56)
C (1.33, 3.57, -1.57)
H (0.99, 3.52, -2.61)
H (1.44, -3.68, 1.77)
H (-6.07, -1.90, 0.76)
H (2.46, 1.69, 1.66)
H (-0.36, 4.84, -1.20)
H (2.91, -3.57, -0.28)
H (2.94, 2.19, -0.99)
H (2.13, 4.30, -1.52)
H (0.04, -2.58, 1.73)
H (-4.02, -3.23, 0.47)
H (0.29, -4.88, -0.05)
H (-0.26, 4.41, 1.37)
H (2.13, -3.06, -1.79)
H (0.89, 5.54, 0.65)
H (-0.54, 3.19, -0.61)
H (-0.94, -1.73, -0.91)
H (2.67, 3.92, 0.70)
H (-4.12, 1.51, -0.91)
H (2.95, -1.89, 2.00)
H (0.14, -4.04, -1.61)
H (3.89, -1.44, -0.34)
H (0.73, 1.93, 1.98)
H (-2.05, 0.18, -1.20)
H (1.51, -0.95, 2.46)
H (1.65, 1.45, -1.95)
H (1.95, 4.03, 2.30)
H (2.66, -0.82, -1.46)

Results
Total charge: 0
Structure (SMILES): O=C(CN1CCN(S(=O)(=O)N2CCCCCC2)CC1)Nc1ccc(Br)cc1
Frontier orbital gap (eV): 8.5

***

2.
The following is a quantum chemistry calculation of a molecular structure, C15H24IrN3PS3Se, from OMol25.

CARTESIAN COORDINATES (ANGSTROEM)
Ir (0.14, -0.82, -0.44)
Se (1.06, 1.46, -1.19)
S (-0.96, -2.79, 0.12)
S (-2.94, -3.74, -1.96)
S (-1.30, -1.21, -2.17)
P (1.90, -1.92, -1.15)
N (-1.13, 3.17, -0.38)
N (-1.28, 2.58, -2.44)
N (0.97, -0.40, 1.54)
C (-0.54, 2.44, -1.33)
C (-2.24, 0.00, 3.40)
C (-0.64, 3.37, 0.98)
C (1.49, -3.19, -2.37)
C (-0.95, 2.03, -3.75)
C (-1.32, -0.06, 2.36)
C (-1.83, -0.27, 4.70)
C (0.41, -0.64, 3.93)
C (3.17, -0.92, -1.95)
C (-0.51, -0.60, 4.96)
C (-2.36, 3.39, -2.18)
C (-2.27, 3.76, -0.88)
C (2.79, -2.82, 0.14)
C (0.01, -0.36, 2.63)
C (-1.85, -2.71, -1.40)
H (1.71, -1.05, 1.79)
H (0.04, 2.36, -4.05)
H (-1.03, 4.31, 1.36)
H (-0.20, -0.82, 5.97)
H (2.10, -3.44, 0.71)
H (1.41, 0.52, 1.45)
H (-3.09, 3.63, -2.93)
H (-1.69, 2.38, -4.46)
H (1.45, -0.90, 4.13)
H (2.40, -3.71, -2.68)
H (4.00, -1.57, -2.27)
H (3.54, -3.46, -0.33)
H (3.56, -0.17, -1.27)
H (3.32, -2.13, 0.81)
H (-0.96, 2.55, 1.63)
H (-3.27, 0.23, 3.18)
H (2.75, -0.42, -2.83)
H (-2.91, 4.39, -0.29)
H (0.79, -3.90, -1.92)
H (0.45, 3.41, 0.96)
H (-0.98, 0.94, -3.72)
H (-2.55, -0.24, 5.50)
H (-1.65, 0.11, 1.34)
H (1.01, -2.73, -3.23)

Results
Total charge: +1
Frontier orbital gap (eV): 7.1

***

3.
The following is a quantum chemistry calculation of a molecular structure, C32H31AuN2O3S3Sb2, from OMol25.

CARTESIAN COORDINATES (ANGSTROEM)
Au (-1.84, 0.29, -1.99)
Sb (-1.04, -1.11, 1.36)
Sb (1.38, -0.29, -0.98)
S (-0.48, 1.93, -1.14)
S (-3.10, -1.60, -2.52)
S (-4.99, -0.84, -2.24)
O (-4.93, 0.54, -1.83)
O (-5.80, -1.21, -3.36)
O (-5.57, -1.69, -1.04)
N (0.69, 3.01, -3.29)
N (-1.01, 4.27, -2.22)
C (3.99, 1.01, 2.98)
C (-5.36, -1.28, 0.38)
C (3.44, 1.46, -2.41)
C (-3.09, -1.68, 1.32)
C (4.98, 0.82, -4.14)
C (4.53, 0.15, 2.03)
C (-0.31, -2.99, 0.59)
C (-1.76, 6.44, -2.96)
C (-5.80, -2.47, 1.17)
C (1.76, -2.42, -0.83)
C (0.02, -2.63, 3.90)
C (0.84, 4.00, -4.17)
C (1.22, -3.07, 0.44)
C (3.78, -0.21, 0.92)
C (-3.96, -0.87, 0.66)
C (-0.86, 5.26, -3.11)
C (4.47, 1.79, -3.28)
C (2.49, 0.29, 0.75)
C (1.96, 1.15, 1.69)
C (-0.24, 3.21, -2.37)
C (-0.75, -1.57, 3.44)
C (0.14, -2.88, 5.26)
C (-1.29, -1.02, 5.73)
C (-0.52, -2.08, 6.18)
C (2.92, 0.17, -2.38)
C (-3.54, -2.89, 1.91)
C (2.71, 1.52, 2.81)
C (-1.41, -0.76, 4.37)
C (3.44, -0.79, -3.25)
C (4.47, -0.47, -4.12)
C (-4.92, -3.22, 1.86)
C (0.08, 5.15, -4.13)
H (-0.79, -3.13, -0.39)
H (0.22, 5.94, -4.85)
H (1.72, -2.63, 1.31)
H (-2.85, -3.53, 2.43)
H (-6.85, -2.75, 1.10)
H (4.22, -0.87, 0.17)
H (-0.68, -3.77, 1.25)
H (3.04, -1.80, -3.26)
H (5.53, -0.25, 2.16)
H (-5.26, -4.11, 2.38)
H (2.84, -2.52, -0.88)
H (4.86, 2.79, -3.29)
H (0.96, 1.55, 1.57)
H (-2.78, 6.16, -3.22)
H (-1.81, -0.39, 6.44)
H (-2.02, 0.07, 4.03)
H (-0.43, -2.28, 7.24)
H (1.51, -4.12, 0.42)
H (1.59, 3.85, -4.94)
H (-1.77, 6.78, -1.93)
H (2.29, 2.19, 3.54)
H (4.86, -1.22, -4.79)
H (-1.46, 7.26, -3.61)
H (4.57, 1.29, 3.85)
H (1.32, -2.88, -1.71)
H (5.79, 1.07, -4.81)
H (-3.64, 0.08, 0.26)
H (0.75, -3.71, 5.60)
H (3.04, 2.22, -1.75)
H (-6.04, -0.43, 0.52)
H (0.54, -3.28, 3.20)

Results
Total charge: 0
⟨S²⟩: 2.048
Spin multiplicity: 3
Frontier orbital gap (spin up / spin down) (eV): 7.8 / 6.2

***

4.
The following is a quantum chemistry calculation of a single CHNOS2 molecule, from OMol25.

CARTESIAN COORDINATES (ANGSTROEM)
S (1.70, -1.82, -0.18)
S (1.29, -0.11, 0.62)
O (-2.64, 0.36, -0.20)
N (-0.30, 0.44, 0.19)
C (-1.49, 0.30, 0.00)
H (1.44, 0.84, -0.43)

Results
Total charge: 0
Frontier orbital gap (eV): 8.9

***

5.
The following is a quantum chemistry calculation of 2 unconnected molecules or ions with the total composition C6H16NO, from OMol25.

CARTESIAN COORDINATES (ANGSTROEM)
O (-2.82, -2.40, -1.62)
N (-1.01, -1.31, 0.14)
C (0.92, 1.11, -0.22)
C (2.06, 0.77, 0.48)
C (-0.96, -0.10, 1.05)
C (2.26, 0.13, 1.78)
C (-0.49, 1.20, 0.35)
C (1.09, 1.67, -1.58)
H (-0.47, -0.46, 1.98)
H (-1.90, 0.26, 1.48)
H (3.19, 0.36, 2.32)
H (0.14, 1.86, -2.08)
H (-1.30, 1.54, -0.35)
H (-3.35, -3.21, -1.62)
H (-2.01, -1.56, -0.13)
H (1.36, 2.77, -1.44)
H (2.03, -0.98, 1.70)
H (-2.41, -2.40, -2.50)
H (3.05, 0.97, 0.08)
H (-0.42, 1.96, 1.13)
H (1.52, 0.48, 2.56)
H (1.85, 1.25, -2.24)
H (-0.51, -1.05, -0.72)
H (-0.59, -2.05, 0.68)

Results
Total charge: +2
⟨S²⟩: 0.752
Spin multiplicity: 2
Frontier orbital gap (spin up / spin down) (eV): 10.7 / 7.3

***

6.
The following is a quantum chemistry calculation of 2 unconnected molecules or ions with the total composition C3H10NO3, from OMol25.

CARTESIAN COORDINATES (ANGSTROEM)
O (0.36, 0.27, -1.56)
O (2.14, 1.51, 0.14)
O (-0.05, -1.85, -2.17)
N (-0.03, 0.52, 1.47)
C (-1.26, 0.10, 0.71)
C (-0.16, -0.80, -1.37)
C (-1.01, -1.11, -0.16)
H (-0.27, 1.27, 2.12)
H (0.50, -1.61, -2.93)
H (0.36, -0.25, 2.00)
H (-2.03, -0.14, 1.45)
H (1.98, 1.52, -0.81)
H (-0.56, -1.95, 0.38)
H (2.84, 2.15, 0.31)
H (-1.97, -1.49, -0.52)
H (0.71, 0.92, 0.84)
H (-1.57, 0.95, 0.12)

Results
Total charge: +1
Frontier orbital gap (eV): 11.7

***

7.
The following is a quantum chemistry calculation of 4 unconnected molecules or ions with the total composition C6H19NO3, from OMol25.

CARTESIAN COORDINATES (ANGSTROEM)
O (-2.26, -2.80, -0.03)
O (-2.56, 1.29, 1.15)
O (-1.39, 1.24, 3.79)
N (0.15, 1.53, -0.58)
C (1.51, 1.95, -0.28)
C (1.01, -1.34, 0.05)
C (-0.02, 0.38, -1.45)
C (2.42, -1.95, 0.42)
C (1.04, -0.69, -1.35)
C (-1.11, 0.31, -2.21)
H (-2.97, 2.11, 1.45)
H (1.48, 3.01, 0.00)
H (0.79, -1.51, -2.03)
H (-2.71, -2.57, -0.83)
H (-1.87, 1.07, -2.06)
H (-0.34, 2.26, -1.05)
H (2.01, -0.28, -1.61)
H (-1.22, -0.54, -2.87)
H (3.22, -1.64, -0.26)
H (-0.99, 1.93, 3.20)
H (-1.75, 1.47, 0.61)
H (0.14, -1.98, 0.19)
H (2.70, -1.37, 1.30)
H (2.39, -3.03, 0.49)
H (-2.80, -2.42, 0.69)
H (0.92, -0.55, 0.80)
H (-1.91, 0.76, 3.11)
H (2.15, 1.99, -1.17)
H (1.97, 1.39, 0.53)

Results
Total charge: 0
Structure (SMILES): C=C(CCC)NC.O.O.O
Frontier orbital gap (eV): 9.1

***

8.
The following is a quantum chemistry calculation of a molecular structure, AsF6H14O7, from OMol25.

CARTESIAN COORDINATES (ANGSTROEM)
As (0.17, 0.31, 0.34)
F (0.84, 1.67, -0.52)
F (-0.54, -1.01, 1.21)
F (1.10, -0.79, -0.68)
F (-1.19, 0.29, -0.78)
F (1.51, 0.39, 1.44)
F (-0.66, 1.44, 1.41)
O (3.21, -1.96, 1.03)
O (-0.44, -2.38, 3.49)
O (-3.08, -2.29, 0.04)
O (-2.37, 0.49, 3.70)
O (0.27, -0.41, -3.29)
O (-0.71, 2.22, -3.45)
O (2.71, 3.17, -2.17)
H (-0.86, 2.43, -2.53)
H (2.38, 3.17, -3.07)
H (-3.78, -2.21, 0.69)
H (4.06, -2.00, 0.58)
H (1.96, 2.84, -1.65)
H (-1.94, 0.95, 2.95)
H (0.49, -2.57, 3.35)
H (2.82, -1.12, 0.74)
H (-0.01, -1.21, -3.73)
H (-2.84, -1.38, -0.18)
H (-2.73, 1.20, 4.24)
H (-0.72, -1.92, 2.67)
H (0.59, -0.70, -2.41)
H (-0.21, 1.38, -3.43)

Results
Total charge: -1
Frontier orbital gap (eV): 10.7

***

9.
The following is a quantum chemistry calculation of a molecular structure, C3H6BrMgO3, from OMol25.

CARTESIAN COORDINATES (ANGSTROEM)
Br (5.04, 1.24, -4.45)
Mg (3.48, -2.52, -3.09)
O (-1.23, 1.14, 0.09)
O (-1.57, -0.78, 1.08)
O (0.36, -0.53, -0.04)
C (-1.17, -1.79, 1.96)
C (-0.74, -0.10, 0.29)
C (-0.41, 2.20, -0.44)
H (-0.97, 3.12, -0.57)
H (0.49, 2.37, 0.15)
H (-0.77, -2.64, 1.40)
H (-0.03, 1.95, -1.43)
H (-0.37, -1.56, 2.65)
H (-2.12, -2.11, 2.40)

Results
Total charge: +1
Frontier orbital gap (eV): 3.9

***

10.
The following is a quantum chemistry calculation of a gas-phase ion, C3H6N (charge +1), from OMol25.

CARTESIAN COORDINATES (ANGSTROEM)
N (-0.11, -0.27, -0.19)
C (0.98, 0.36, 0.44)
C (-0.60, -0.49, -1.46)
C (-0.35, 0.18, 1.12)
H (-1.63, -0.80, -1.54)
H (1.82, -0.25, 0.73)
H (-1.03, 1.01, 1.23)
H (0.09, -0.51, -2.28)
H (1.27, 1.34, 0.05)
H (-0.44, -0.56, 1.90)

Results
Total charge: +1
Structure (SMILES): C=[N+]1CC1
Frontier orbital gap (eV): 11.4

***

11.
The following is a quantum chemistry calculation of a single C2H5N3O2 molecule, from OMol25.

CARTESIAN COORDINATES (ANGSTROEM)
O (1.51, 2.96, -0.47)
O (1.76, 0.32, -0.73)
N (-0.27, -1.25, -0.21)
N (0.61, 0.86, -0.19)
N (-1.32, -2.08, 0.06)
C (0.62, 2.26, -0.10)
C (-0.41, -0.05, 0.17)
H (-1.05, -3.12, -0.26)
H (-0.30, 2.60, 0.42)
H (-1.51, -2.09, 1.17)
H (-1.19, 0.34, 0.86)
H (1.54, -0.75, -0.72)

Results
Total charge: 0
Structure (SMILES): N/N=C/N(O)C=O
Frontier orbital gap (eV): 9.2

***

12.
The following is a quantum chemistry calculation of a molecular structure, C47H40BaN5O3PSSe, from OMol25.

CARTESIAN COORDINATES (ANGSTROEM)
Ba (0.09, 1.18, -0.17)
Se (-2.41, 2.34, 1.63)
S (2.43, 0.53, -2.63)
P (1.94, 1.16, 2.59)
O (1.72, -0.29, -1.55)
O (-6.29, -3.80, -2.15)
O (-6.04, -3.43, -0.04)
N (-1.92, 0.73, -2.10)
N (-1.48, -1.07, -0.07)
N (-4.39, 0.25, 1.66)
N (-5.74, -3.29, -1.21)
N (-4.78, 1.70, 0.11)
C (-0.25, 0.20, -6.27)
C (6.05, 1.12, 2.71)
C (2.14, 2.51, 6.45)
C (1.31, 1.45, -4.94)
C (5.99, -0.47, -4.15)
C (-0.17, -0.86, -5.38)
C (2.17, 1.68, 5.34)
C (6.11, -1.81, -3.80)
C (-5.81, 0.79, 0.08)
C (6.36, 0.47, 1.53)
C (5.10, -2.44, -3.08)
C (-2.07, 1.52, -3.14)
C (1.88, 2.20, 4.08)
C (-3.52, -2.25, -0.61)
C (3.70, 0.89, 2.23)
C (3.86, -0.40, -3.09)
C (0.27, -2.87, 4.12)
C (2.01, -1.66, 2.97)
C (1.33, -0.46, 3.19)
C (-1.24, -1.96, 0.87)
C (1.47, -2.86, 3.43)
C (0.65, -0.78, -4.27)
C (0.49, 1.36, -6.05)
C (-2.09, -3.04, 1.14)
C (1.53, 4.38, 5.05)
C (0.11, -0.48, 3.87)
C (1.82, 3.86, 6.30)
C (-4.02, 0.39, -3.90)
C (-2.80, -0.29, -1.93)
C (1.39, 0.38, -4.07)
C (-2.60, -1.22, -0.83)
C (4.87, 0.25, -3.79)
C (-3.24, -3.18, 0.41)
C (4.72, 1.33, 3.07)
C (-0.41, -1.67, 4.34)
C (-3.10, 1.39, -4.08)
C (3.96, -1.73, -2.71)
C (-4.66, -2.33, -1.49)
C (-3.81, -0.39, 2.83)
C (5.35, 0.03, 0.68)
C (-4.82, -1.53, -2.55)
C (-4.69, 2.90, -0.71)
C (-5.57, -0.12, 1.05)
C (-3.88, -0.48, -2.80)
C (-3.91, 1.37, 1.09)
C (1.55, 3.54, 3.94)
C (4.03, 0.25, 1.03)
H (-6.63, 0.88, -0.61)
H (-2.75, -0.55, 2.66)
H (-0.88, 0.13, -7.14)
H (-3.16, 2.08, -4.92)
H (-1.34, -1.67, 4.91)
H (-3.91, -4.00, 0.60)
H (4.78, 1.30, -4.04)
H (6.79, 0.01, -4.70)
H (-3.67, 3.03, -1.04)
H (2.37, 2.11, 7.43)
H (0.43, 2.18, -6.75)
H (1.28, 5.42, 4.94)
H (4.49, 1.84, 3.99)
H (-0.34, -1.82, 1.46)
H (2.41, 0.64, 5.46)
H (0.72, -1.60, -3.56)
H (6.84, 1.46, 3.36)
H (6.99, -2.37, -4.08)
H (1.90, 2.35, -4.76)
H (-0.75, -1.76, -5.56)
H (-0.13, -3.79, 4.51)
H (-1.34, 2.32, -3.26)
H (-5.67, -1.66, -3.20)
H (5.20, -3.48, -2.80)
H (1.32, 3.95, 2.96)
H (1.80, 4.51, 7.17)
H (2.97, -1.66, 2.47)
H (-0.42, 0.45, 4.05)
H (5.59, -0.48, -0.24)
H (-3.94, 0.23, 3.71)
H (-4.31, -1.35, 2.97)
H (-1.83, -3.74, 1.92)
H (7.40, 0.31, 1.26)
H (-5.35, 2.78, -1.56)
H (-6.13, -0.99, 1.35)
H (3.24, -0.10, 0.37)
H (-4.99, 3.77, -0.13)
H (-4.84, 0.25, -4.59)
H (3.17, -2.20, -2.14)
H (2.01, -3.78, 3.27)

Results
Total charge: +2
Frontier orbital gap (eV): 7.2

***

13.
The following is a quantum chemistry calculation of 7 unconnected molecules or ions with the total composition C5H26NO8, from OMol25.

CARTESIAN COORDINATES (ANGSTROEM)
O (-0.96, -0.57, 3.65)
O (-0.97, 1.88, 1.54)
O (1.88, -1.18, -1.56)
O (-2.94, -0.15, 0.08)
O (-2.40, 2.23, -2.12)
O (0.70, -3.15, 0.58)
O (2.08, 2.20, -3.42)
O (-4.52, -0.86, -1.82)
N (-0.34, -0.58, 0.86)
C (2.12, -0.01, 1.35)
C (0.38, 1.66, 1.64)
C (3.06, -0.77, -0.98)
C (3.00, -1.03, 0.48)
C (0.84, 0.43, 0.71)
H (-5.15, -0.15, -1.97)
H (1.29, -3.27, -0.18)
H (-3.52, -0.69, -0.52)
H (-2.66, 2.18, -3.05)
H (2.20, 2.82, -4.16)
H (0.97, 2.55, 1.37)
H (2.88, -2.07, 0.76)
H (3.99, -0.72, 0.85)
H (-4.29, -1.19, -2.69)
H (1.95, -0.49, 2.32)
H (-3.28, 0.75, 0.11)
H (2.74, 0.86, 1.56)
H (-1.70, 0.04, 3.78)
H (4.00, -1.21, -1.40)
H (-2.24, 1.31, -1.88)
H (0.87, 0.63, -0.35)
H (-0.36, -0.24, 4.33)
H (0.12, -1.45, 0.53)
H (-1.10, -0.28, 0.23)
H (-1.24, 2.48, 0.84)
H (3.39, 0.27, -1.26)
H (2.00, -1.33, -2.52)
H (-0.60, -0.57, 1.86)
H (0.60, 1.52, 2.70)
H (1.97, 2.89, -2.77)
H (0.40, -4.06, 0.70)

Results
Total charge: +2
⟨S²⟩: 0.755
Spin multiplicity: 2
Frontier orbital gap (spin up / spin down) (eV): 11.3 / 4.2

***

14.
The following is a quantum chemistry calculation of 2 unconnected molecules or ions with the total composition C3H10OS2, from OMol25.

CARTESIAN COORDINATES (ANGSTROEM)
S (2.64, -0.35, 1.58)
S (2.67, 0.75, -0.24)
O (-1.44, -1.36, 0.79)
C (1.39, -0.02, -1.20)
C (-1.02, 0.03, 0.92)
C (-1.67, 0.94, -0.11)
H (-1.42, 2.07, 0.03)
H (-1.12, -1.72, -0.08)
H (0.85, -0.73, -0.71)
H (-1.38, 0.59, -1.20)
H (-1.36, 0.38, 1.98)
H (-2.72, 0.87, -0.09)
H (1.81, -0.62, -2.08)
H (0.73, 0.69, -1.72)
H (0.08, 0.03, 0.93)
H (1.96, -1.56, 1.19)

Results
Total charge: 0
Structure (SMILES): CCO.CSS
Frontier orbital gap (eV): 8.7

***

15.
The following is a quantum chemistry calculation of a molecular structure, C3H6CsO5, from OMol25.

CARTESIAN COORDINATES (ANGSTROEM)
Cs (8.01, -7.80, 5.12)
O (0.00, 1.11, 4.11)
O (2.62, -0.53, 4.77)
O (5.79, -4.37, 4.61)
O (4.65, -5.87, 5.81)
O (3.73, -3.91, 5.39)
C (4.78, -4.75, 5.24)
C (3.81, -2.61, 4.81)
C (2.56, -1.84, 5.23)
H (-0.50, 0.73, 3.38)
H (1.67, -2.37, 4.85)
H (1.57, -0.04, 4.54)
H (3.87, -2.69, 3.72)
H (4.71, -2.09, 5.17)
H (2.50, -1.87, 6.34)

Results
Total charge: -1
Frontier orbital gap (eV): 2.5